Run a
This record from OMol25 describes an isolated ion of composition C10H18N3O and charge +1. The level of theory is ωB97M-V/def2-TZVPD.

XYZ file:
```
32
Properties=species:S:1:pos:R:3:lowdin_charge:R:1
C -0.68647 -1.04763 2.86793 0.246
C -1.88580 -1.40971 2.58173 -0.210
C 0.12381 -1.46503 -1.66406 -0.097
C 0.08500 0.92751 -2.30018 -0.098
C 1.94208 0.04163 -0.91641 -0.084
C -0.78639 -1.02588 -0.51016 -0.083
C -0.52863 1.33253 -0.95671 -0.071
C 0.99343 -0.27821 -2.06976 -0.295
C 1.14594 0.13966 0.39396 -0.278
C 1.64705 1.27447 1.27558 -0.032
N -2.30158 0.48078 1.25412 -0.019
N -0.99704 0.71540 1.23539 0.064
N -0.31657 0.26229 0.06172 -0.226
O -2.70130 -0.83620 1.63351 -0.061
H 0.19589 -0.99511 3.44385 0.068
H -2.42672 -2.26248 2.97682 0.151
H 0.75667 -2.29928 -1.36158 0.128
H -0.48313 -1.80052 -2.50378 0.129
H -0.69259 0.67111 -3.01953 0.128
H 0.65473 1.75928 -2.71228 0.129
H 2.70175 -0.73363 -0.82313 0.135
H 2.45551 0.98265 -1.11518 0.129
H -1.81433 -0.87792 -0.84755 0.141
H -0.78652 -1.77261 0.28534 0.121
H -0.08334 2.24179 -0.55533 0.132
H -1.60541 1.49238 -1.03443 0.136
H 1.55816 -0.50928 -2.97313 0.153
H 1.22048 -0.79366 0.96099 0.143
H 2.67333 1.05599 1.55846 0.101
H 1.04768 1.36978 2.17535 0.069
H 1.64055 2.22704 0.75445 0.086
H -2.74624 1.13286 1.90398 0.166
```

Calculated values
Multiplicity ... 1
Charge ... +1
Orbital gap (spin up / spin down) ... 8.49 / 8.70 eV
HOMO (spin up / spin down) ... -13.21 / -13.29 eV
M ... 196.3 g mol⁻¹


Run b
This record from OMol25 describes a 2-piece molecular cluster, C10H18N3O overall. The level of theory is ωB97M-V/def2-TZVPD.

XYZ file:
```
32
Properties=species:S:1:pos:R:3:lowdin_charge:R:1
C 2.11823 3.78132 -0.37772 -0.062
C -1.62852 1.93084 -0.08435 -0.322
C -1.27571 2.66099 1.07582 0.005
C -0.92239 1.80590 -1.32530 0.010
C -0.01287 3.30113 0.97466 -0.049
C 0.17925 2.62736 -1.38442 -0.032
C 0.70438 3.14402 -0.17818 -0.263
O -2.65428 1.06694 -0.13895 0.009
H -1.93493 2.89132 1.94267 0.127
H -3.22737 0.96315 0.63626 0.124
H -1.25968 1.23100 -2.07427 0.078
H 0.24215 3.94528 1.71234 0.081
H 0.72245 2.75371 -2.22344 0.077
H 2.36875 4.39210 0.49232 0.061
H 2.15214 4.44448 -1.35024 0.116
H 3.04529 3.19793 -0.42141 0.061
C -1.26911 -2.08694 0.50753 -0.174
C -1.58446 -3.25655 -0.43001 -0.098
C 1.14160 -2.68102 0.45008 -0.336
N 0.16857 -1.75798 0.46408 0.095
N 1.06559 -4.05665 0.45735 0.198
N 2.46142 -2.22552 0.33961 0.164
H -1.82488 -1.24273 0.19097 0.083
H -1.55716 -2.30026 1.55207 0.138
H -1.70581 -4.25955 -0.09926 0.048
H -1.00632 -3.44635 -1.32543 0.081
H 0.34714 -0.78165 0.22751 0.162
H 0.14014 -4.51567 0.48834 0.114
H 1.82294 -4.60470 0.11416 0.120
H 2.62193 -1.17719 0.37661 0.155
H 3.26141 -2.75774 0.15600 0.092
H -2.69990 -2.98699 -0.74539 0.137
```

Calculated values
Multiplicity ... 1
Charge ... +1
Orbital gap ... 7.87 eV
HOMO ... -10.76 eV
M ... 196.3 g mol⁻¹


Run c
This record from OMol25 describes a 2-piece molecular cluster, C10H18N3O overall. The level of theory is ωB97M-V/def2-TZVPD.

XYZ file:
```
32
Properties=species:S:1:pos:R:3:lowdin_charge:R:1
C 0.55755 -1.50673 1.24707 -0.237
C -0.42577 -2.59844 1.64923 -0.069
C 1.03808 0.03732 3.04320 -0.416
N 1.44150 -1.06775 2.30749 0.042
N 0.96028 1.22466 2.49191 0.249
N 0.65392 -0.23522 4.27983 0.239
H 1.16788 -1.89064 0.40189 0.116
H 0.09024 -0.62767 0.79491 0.113
H -0.09644 -3.52329 1.13818 0.085
H -1.35047 -2.59259 1.05134 0.085
H 2.18910 -1.58183 2.74858 0.156
H 1.48545 1.59597 1.71381 0.149
H 0.50015 1.94614 3.03495 0.143
H 0.57887 -1.15417 4.67221 0.136
H 0.58443 0.47124 5.00438 0.142
H -0.65404 -2.67188 2.70984 0.071
C -2.34644 2.56421 -2.31787 -0.053
C 0.07105 1.78985 -1.81515 -0.071
C -1.19801 1.57728 -2.29487 -0.283
C 1.10124 0.88408 -2.03177 -0.028
C 0.81078 -0.34237 -2.64283 -0.330
C -1.56462 0.31853 -2.81643 -0.030
C -0.48586 -0.54736 -3.11078 -0.005
O 1.86393 -1.23189 -2.71992 0.016
H 0.30481 2.71234 -1.30597 0.105
H 2.09435 0.99109 -1.60422 0.115
H -2.85795 2.41194 -1.34431 0.089
H -3.13082 2.35335 -3.03636 0.074
H -2.43466 0.23592 -3.45462 0.113
H 2.03747 -1.69338 -1.88125 0.096
H -0.83847 -1.47436 -3.56069 0.116
H -2.14753 3.62563 -2.35176 0.073
```

Calculated values
Multiplicity ... 1
Charge ... +1
Orbital gap ... 7.79 eV
HOMO ... -11.11 eV
M ... 196.3 g mol⁻¹


The structure with the greatest stability is run c.


Run a
This record from OMol25 describes C3H5ClO as an isolated structure. The level of theory is ωB97M-V/def2-TZVPD.

XYZ file:
```
10
Properties=species:S:1:pos:R:3:lowdin_charge:R:1
C 0.14344 0.35641 -0.70135 -0.807
C 0.85125 -0.67379 0.33293 -0.175
C -0.80129 0.63284 0.38802 -0.182
H 0.76695 1.23395 -0.79077 0.111
H 0.00719 -1.65321 0.04706 0.155
H 1.99258 -0.94753 0.28738 0.138
H -1.52307 1.54048 0.69192 0.152
H -1.53378 -0.49724 0.64001 0.183
O 0.50078 0.47267 1.23876 -0.188
Cl -0.40404 -0.46459 -2.13396 0.614
```

Calculated values
Multiplicity ... 1
Charge ... 0
Orbital gap ... 10.87 eV
HOMO ... -9.88 eV
M ... 92.5 g mol⁻¹


Run b
This record from OMol25 describes the molecule C3H5ClO. The level of theory is ωB97M-V/def2-TZVPD.

XYZ file:
```
10
Properties=species:S:1:pos:R:3:lowdin_charge:R:1
C 0.91123 0.68381 0.17231 -0.174
C -0.29379 -0.12508 0.41150 -0.762
Cl -1.47404 0.91503 1.19224 0.640
C -0.84857 -0.90770 -0.84555 -0.254
O -1.96376 -0.98375 -1.25610 0.081
H 1.45602 0.84872 1.17609 0.109
H 1.63214 -0.01694 -0.35033 0.093
H 0.66116 1.66657 -0.30698 0.094
H -0.12741 -0.83615 1.14604 0.066
H 0.04703 -1.24452 -1.33922 0.106
```

Calculated values
Multiplicity ... 1
Charge ... 0
Orbital gap ... 10.83 eV
HOMO ... -10.15 eV
M ... 92.5 g mol⁻¹
SMILES ... C[C@@H](Cl)C=O


Run c
This record from OMol25 describes the molecule C3H5ClO. The level of theory is ωB97M-V/def2-TZVPD.

XYZ file:
```
10
Properties=species:S:1:pos:R:3:lowdin_charge:R:1
C 0.20416 1.17239 0.09164 -0.126
C 0.32665 -0.24804 -0.31153 -0.753
Cl 1.94116 -0.99249 -0.06556 0.594
C -0.68827 -1.16488 0.31814 -0.259
O -1.81261 -1.15068 -0.23153 0.026
H 0.72260 1.93414 -0.43076 0.067
H -0.89587 1.37453 -0.08884 0.111
H 0.37119 1.27594 1.15767 0.082
H 0.08390 -0.29430 -1.45173 0.147
H -0.25289 -1.90663 1.01252 0.111
```

Calculated values
Multiplicity ... 1
Charge ... 0
Orbital gap ... 10.70 eV
HOMO ... -10.47 eV
M ... 92.5 g mol⁻¹
SMILES ... C[C@@H](Cl)C=O


The structure with the greatest stability is run c.